(1)
The following is a quantum chemistry calculation of a cluster of 17 separate species, C68H187N17O17 in total, from the Open Molecules 2025 dataset.

```
289
Properties=species:S:1:pos:R:3
O 5.64697 -0.48672 5.88422
O 5.33853 7.07768 1.60592
O -0.52708 -0.56314 10.50786
O 1.25987 -0.66291 -0.81885
O -1.44414 -5.44461 -9.46417
O -9.52376 2.01752 7.74148
O -5.77058 9.58302 2.12563
O 12.66396 3.57705 -6.74193
O -11.19983 -3.20597 2.28251
O -0.44220 7.27434 6.99781
O -7.23047 0.11725 -4.98004
O 10.68745 -4.09562 -8.57883
O -2.42657 -7.46731 -0.41857
O 6.35882 -9.77783 -0.41530
O -3.28344 8.25876 -5.00821
O 3.35952 -7.09567 6.61897
O 4.51361 0.92589 -10.30639
N -8.58238 2.66620 -2.67012
N 3.07087 -9.84515 -2.11030
N -1.75106 -6.23919 2.98674
N -6.69997 8.63375 -3.37808
N 1.14723 -7.70301 -7.87459
N 4.74183 -0.28209 -12.92279
N 2.51913 1.54074 6.12250
N 11.44728 2.51271 -4.26498
N -2.60306 -3.30175 9.42915
N -1.23257 -0.38153 1.94915
N -10.51366 2.35034 4.33422
N -13.56193 -5.82101 1.41335
N 1.58079 -8.04763 8.64062
N -6.06660 13.16320 2.70574
N -0.89488 9.16289 10.09484
N 6.55756 6.23001 -1.89529
N 7.77370 -6.08613 -9.45587
C -3.49620 -7.76439 -1.29530
C 3.82953 -7.70119 7.81416
C -12.72715 -4.67585 1.10889
C 4.63823 2.08468 7.27177
C -12.00576 -4.31450 2.42136
C -2.76034 -6.83090 0.84488
C -1.92676 7.98759 -4.64979
C -4.23738 8.23461 -3.93137
C 0.04901 -6.74566 -7.96133
C 8.57662 -5.61124 -7.13074
C -10.01579 -3.42656 1.56613
C -1.47403 -8.46611 2.25683
C -0.34429 7.52116 5.63280
C 5.34576 1.45343 -11.31748
C -8.57705 1.67180 -3.72813
C -4.03779 12.00004 2.49087
C -9.10874 3.22734 8.29671
C -9.40007 2.11836 6.40172
C 4.31153 1.93661 -9.30315
C -5.62086 8.80450 -4.36305
C 5.39352 -9.52737 -1.39413
C -13.63022 -3.58103 0.47749
C -0.77227 -0.31380 0.57028
C 12.86281 4.34262 -7.89464
C -6.10205 8.33371 2.71377
C 4.36927 -7.18323 5.58105
C 4.28943 -0.20814 6.16194
C 3.95164 1.33398 6.09154
C 11.26281 3.08901 -6.67417
C 4.05681 -11.77103 -1.10542
C -0.18566 -6.13552 -9.39792
C 11.83460 -3.77059 -9.24827
C -9.20022 2.36937 -4.96892
C 7.57866 -9.08393 -0.62501
C -3.01594 -0.95750 9.03417
C -0.10261 0.20781 11.63903
C -5.61525 10.26379 -4.90663
C 8.64792 -5.28565 -8.66374
C 6.00339 -0.30800 4.49510
C -0.99335 8.33396 7.71246
C -12.04058 2.05169 6.10500
C 4.04779 -10.30919 -1.08895
C -10.67040 2.66201 5.71348
C 6.29807 6.99871 0.53865
C -1.21695 1.01600 0.05044
C 5.87444 7.61719 2.78958
C -7.15982 1.05384 -3.88357
C -2.57277 -6.34807 -9.34012
C 2.43697 -1.39784 -1.08894
C 10.03355 -5.16712 -9.24984
C 0.25516 -5.54670 -6.94404
C -1.60481 -7.04032 1.79899
C 11.11435 1.99934 -5.58799
C -1.59937 6.93899 9.74010
C -5.50367 11.92352 2.24301
C 5.64938 6.34822 -0.75265
C 3.16987 -8.02870 10.31416
C 9.73960 1.29174 -5.51614
C 0.78400 -0.66062 0.50137
C -0.63472 8.01814 9.22696
C -6.02193 -0.67462 -4.95497
C -6.20466 10.69280 2.85405
C 6.76334 1.00383 -13.48821
C 2.78128 -7.42483 8.99247
C -1.99716 -1.98860 9.49638
C 4.99255 5.00050 -0.56091
C -1.28769 -1.74301 10.77783
C 5.85633 0.41894 -12.29592
H 3.28331 -0.81083 -0.73224
H -3.85875 -0.90879 9.72367
H 0.40433 7.69041 9.25987
H 6.27196 1.55391 -14.29075
H 11.83522 1.19328 -5.72483
H 2.27298 -10.42111 -1.88285
H -2.62917 0.05607 8.92843
H 5.18172 7.70918 3.62610
H -3.14692 -8.28492 -2.18702
H 9.74884 0.47545 -4.79386
H -2.00809 0.23394 2.14882
H -0.63719 -4.93553 -7.07927
H 8.91831 1.96761 -5.27785
H -10.23829 -3.50850 0.50223
H -2.69298 -6.81570 -8.36290
H 10.45589 3.80827 -6.53398
H -3.83007 12.18597 3.54462
H -6.43546 1.83327 -4.11995
H -3.46921 -5.73414 -9.42717
H -5.83492 13.27280 3.68268
H -3.49556 -1.22771 8.09340
H -1.28335 -2.07537 8.67721
H -7.28543 10.82900 2.81552
H 4.58527 4.68842 -1.52259
H 4.02503 -6.80924 4.61682
H -2.03639 -1.70396 11.56906
H -0.50017 9.27669 7.47553
H 4.79148 2.25259 -11.80963
H 0.28984 -5.96668 -5.93880
H 1.32294 0.10068 1.06537
H -5.08630 10.80808 -4.12430
H 4.86492 1.51559 8.17336
H -9.37379 -2.54762 1.62446
H 7.53971 -5.80332 -6.85502
H 6.62585 6.94269 3.20011
H 3.84834 1.49230 -8.42214
H -11.37546 2.70944 3.94897
H 9.91497 -4.99281 -10.31926
H 2.62873 -1.37892 -2.16177
H 3.76154 -9.99200 -0.08618
H 3.95651 -0.40224 -12.29915
H -5.53979 8.14894 3.62910
H 6.23694 1.92065 -10.89844
H -7.16309 8.15327 2.88624
H 12.45399 -4.65270 -9.41054
H -2.71797 -3.56447 8.46070
H -9.44365 -4.31564 1.83128
H 7.28740 5.54963 -1.73876
H -0.44570 10.01182 9.78232
H 1.11401 -7.88270 -6.88126
H 6.97093 7.14961 -1.95492
H -3.67479 -7.28754 1.22352
H 3.75246 -0.79785 5.41898
H -2.08563 -5.36288 2.61226
H -9.55572 3.11537 9.28452
H 6.36789 8.58314 2.68217
H -12.73458 -4.05492 3.18919
H -6.10054 -1.63854 -5.45775
H -13.01451 -6.66656 1.48741
H 5.75145 4.25681 -0.31781
H -14.25717 -6.05773 0.72002
H -1.25686 -1.06771 -0.05012
H -0.51410 0.08883 2.48081
H 2.33962 2.53455 6.10725
H 10.57381 -6.08611 -9.02251
H -4.07331 -8.51643 -0.75727
H -3.90596 8.97249 -3.20076
H 4.29934 1.84478 5.19360
H -11.43173 -5.17190 2.77270
H -9.26963 0.87976 -3.44332
H -10.61609 1.34595 4.36262
H -4.39725 7.25605 -3.47866
H -9.15414 1.06759 6.24847
H -9.53858 2.95477 -2.52008
H -14.25697 -3.95076 -0.33404
H 4.74227 -8.19465 5.41987
H 3.48592 -9.05452 10.12468
H 2.60725 -6.35729 9.12731
H -1.42503 7.70712 -5.57591
H 0.18343 8.45516 5.43976
H -0.55147 -8.70587 2.78551
H 2.66650 -8.97660 -1.79058
H 2.29841 1.23703 7.06013
H -6.68639 7.65506 -3.12895
H 0.30120 -0.46349 12.39692
H 6.46752 -0.31881 -11.77607
H -5.19387 10.28801 -5.91160
H 9.61435 0.77422 -6.46724
H -5.64540 13.89557 2.15227
H -0.29194 8.97826 10.88381
H -5.54712 -0.87769 -3.99507
H 0.25521 6.69892 5.24214
H 8.16680 -7.01647 -9.45032
H 10.93792 2.61915 -7.60249
H -1.54226 -9.18819 1.44317
H -0.97756 0.74634 12.00309
H 5.19207 -0.53037 3.80198
H 3.93880 -8.78124 7.71600
H 2.47048 -7.91510 11.14244
H 13.88325 4.70231 -7.76261
H -0.71223 -6.72729 1.25731
H -9.52708 4.19325 8.01369
H -9.64913 1.65597 -5.66005
H 4.09331 -7.55091 10.64134
H -5.68194 11.89672 1.16802
H 7.52850 -8.06356 -0.24499
H 7.16393 6.40747 0.83667
H 7.86368 -5.66873 -10.37117
H -9.93931 3.11363 -4.67242
H 4.42774 0.32345 -13.66763
H 6.93703 -0.80566 4.23292
H 5.25463 -6.66790 5.95342
H 0.71396 -5.57470 -9.65142
H 3.04780 -12.17640 -1.18067
H -0.81718 -7.35304 -7.69885
H 12.30106 5.27021 -8.00471
H 12.38926 -3.03726 -8.66290
H -14.15241 -2.93817 1.18611
H -6.42475 8.96277 -2.46371
H 4.16668 5.12556 0.13937
H -5.91178 10.46279 3.87847
H -6.61331 10.69408 -4.98939
H -0.82794 -6.11590 3.37756
H -1.92514 7.18551 -3.91169
H 1.37650 -7.75059 7.69714
H -1.42399 6.69225 10.78723
H 7.50968 1.62634 -12.99471
H -4.01246 -6.87366 -1.65335
H -10.74365 3.71957 5.96704
H 2.00950 -7.22964 -8.10375
H 4.82426 -7.34956 8.08801
H 5.65039 2.41539 7.03881
H -3.65004 12.90177 2.01692
H -8.40219 2.15575 -1.81744
H 7.90339 -9.16023 -1.66271
H -1.15834 1.09653 -1.03500
H 8.26492 -9.67239 -0.01603
H 4.84714 7.00924 -1.08064
H 12.91808 3.70494 -8.77692
H -2.26096 1.22821 0.28089
H -5.33810 -0.14746 -5.62024
H -8.42830 2.92500 -5.50137
H -2.04835 8.56324 7.56237
H -12.95409 -2.85574 0.02484
H -5.83232 7.54826 2.00778
H -12.89497 2.60575 5.71621
H 0.98170 -1.60226 1.01355
H 5.74022 -9.86309 -2.37147
H -12.09164 2.04220 7.19376
H 5.23722 -8.45126 -1.46949
H 6.57423 8.04228 0.38758
H -2.64849 7.21606 9.63676
H -1.32338 7.44437 5.15996
H 8.93079 -4.81394 -6.47731
H 0.62578 0.99815 11.45760
H 9.17924 -6.48680 -6.88920
H 7.37749 0.21547 -13.92341
H -2.21994 -8.77394 2.98960
H -0.21413 -6.95104 -10.12058
H -12.10969 0.97678 5.93808
H 11.70420 -3.24680 -10.19523
H 4.51694 -12.20876 -1.99130
H 6.14576 0.76667 4.38132
H -2.97064 -5.76898 0.71770
H -1.48436 6.02518 9.15716
H -1.32741 8.80186 -4.24254
H 4.13672 -0.59750 7.16850
H -6.85712 0.61602 -2.93237
H -3.38502 11.17029 2.21975
H 12.34179 2.98169 -4.26245
H -2.55967 -7.13283 -10.09648
H -8.03460 3.39300 8.21384
H 8.25645 -4.27368 -8.76747
H -11.97832 -4.88023 0.34365
H -0.53840 1.82988 0.30594
H -0.65175 -2.54179 11.15944
H -1.90261 -3.96414 9.73032
H 1.17332 -5.00973 -7.18221
H 11.59376 1.74509 -3.62514
H -5.82929 8.17364 -5.22715
H 5.22018 2.33616 -8.85280
H 2.41342 -2.40309 -0.66821
H 1.83896 -9.02216 8.57937
H -8.48091 2.61224 6.08655
H 4.52716 -12.17476 -0.20884
H 4.06628 2.97712 7.52575
H 3.65687 2.68293 -9.75316
```

Summary:
E_HOMO   -9.0 eV
Strongest force on any atom   0.0656 Eh/bohr
LUMO energy   0.16 eV
Net charge   0
Relative energy (zero: lowest compared OMol25 entry of this formula, charge and spin)   10.153 eV

=====

(2)
The following is a quantum chemistry calculation of a structure of composition C68H49F15GeN3PPbS3Sb, from the Open Molecules 2025 dataset.

```
142
Properties=species:S:1:pos:R:3
Pb 1.68927 -0.23434 0.11695
Sb 2.84442 -2.78331 -1.77499
Ge -5.03411 2.02683 3.63712
S 6.08961 -1.81261 2.24845
S -0.98207 0.70637 2.42536
S 3.85079 0.15341 1.65235
P 0.23142 2.42101 -0.11054
F -4.50784 2.84862 0.27970
F -1.63769 1.17208 8.72386
F -2.76987 3.56418 8.13642
F -6.83415 2.41384 -0.89285
F -6.64861 3.91131 1.95305
F -8.53557 0.55072 0.21444
F -7.63399 -1.18492 2.03035
F -4.45946 8.02258 2.17571
F -5.16146 -1.10327 2.96826
F -3.13574 -0.58089 4.68193
F -6.58307 6.51940 1.40829
F -2.38368 6.86370 3.47171
F -2.38251 4.26499 3.98532
F -1.84436 -0.87779 6.97588
F -4.06081 3.90458 5.83545
N -0.30481 -2.92608 0.99779
N 3.62168 -2.50885 2.18256
N 2.31012 -2.48459 1.87951
C -6.76274 -0.27179 1.57828
C 0.22607 -5.23905 -2.46122
C -3.54453 1.72829 5.05941
C 0.61657 6.41105 0.66503
C -2.82023 2.56858 7.24512
C -2.35582 0.31777 6.65227
C -5.51835 -0.20047 2.04091
C -2.51411 -3.70625 1.50301
C 0.91143 -2.70480 -5.82637
C 4.89420 -0.94118 -3.64598
C -1.94267 1.05859 0.97211
C 3.10654 -6.43092 0.52622
C 7.09275 -4.01037 -4.06121
C 0.45046 3.64794 -4.05246
C 2.53468 -4.39533 -4.95955
C -1.45423 1.66976 -0.13991
C -2.25025 1.35446 7.55150
C -3.00678 0.51110 5.44612
C 0.07050 -0.86809 -4.52758
C -1.73700 6.00244 0.44923
C -5.56123 5.94432 2.05531
C -0.68594 6.88861 0.62433
C 2.16607 2.00117 -3.70275
C -4.55589 0.91051 1.76482
C -2.21569 1.65220 -1.40722
C 6.56961 -2.72964 -4.17898
C -3.45855 2.71997 6.03163
C 0.86096 -1.29362 -3.46822
C 5.23961 -4.60660 -2.65838
C -0.75896 -4.00289 3.08066
C 1.99375 -7.20954 0.23900
C 1.44980 2.81919 -4.55568
C 1.70538 -3.14836 -4.77002
C -5.00045 1.56096 0.42622
C 0.10239 -3.36194 2.19693
C -1.58466 -3.09023 0.67807
C 2.37744 -4.78620 -1.11251
C 0.77095 2.67027 -1.85488
C 0.10198 -1.58017 -5.71561
C 1.25826 -5.57971 -1.41329
C 2.33071 4.58614 0.46197
C 4.70464 -3.32544 -2.77481
C -3.46383 4.76297 3.35364
C -4.52372 3.94614 3.01549
C -7.26124 0.67094 0.58834
C 1.50478 -3.14166 2.60922
C -3.42845 6.12011 3.09684
C -1.48166 4.64351 0.31544
C -6.44697 1.56956 0.06847
C 2.80353 1.22330 -1.40963
C -3.40230 1.07516 -1.52627
C -0.17102 4.16662 0.30997
C 1.68080 -2.42270 -3.56657
C -3.28745 0.33615 0.98946
C 6.42586 -4.95203 -3.29238
C 0.89732 5.05811 0.49875
C -4.48391 6.71363 2.44451
C 1.89616 1.95130 -2.32411
C -5.56274 4.59747 2.35441
C 4.35778 -1.47905 1.98151
C 5.38804 -2.36591 -3.53456
C 6.85110 -0.85764 0.90874
C 3.28387 -5.23110 -0.14264
C 1.09170 -6.78355 -0.72205
C 0.12138 3.56614 -2.71198
C -4.10060 0.55375 -0.33050
C -0.39389 2.26292 3.15971
C -2.08686 -4.17306 2.73311
H -0.76340 -5.57319 -2.14606
H 1.69606 2.84393 -5.61132
H 0.17623 -4.17428 -2.66282
H 7.92901 -0.92435 1.05573
H -3.08637 -0.69943 1.27514
H 2.09469 -5.03356 -5.72841
H 1.43998 7.10328 0.81578
H -2.76028 6.35965 0.41179
H 0.84014 -0.72079 -2.54625
H 8.01879 -4.26680 -4.56226
H -1.72717 2.03202 -2.28892
H -0.06609 4.34526 -4.70095
H 2.45205 3.62125 0.96064
H -0.55461 0.01172 -4.41982
H 6.82240 -5.95555 -3.18803
H -3.54722 -3.80830 1.19236
H -0.51721 3.09476 2.47426
H 3.82394 -0.89628 -3.86300
H 2.61097 -4.96649 -4.03399
H 0.21972 -7.39162 -0.94729
H 7.08782 -1.99153 -4.78278
H 3.82342 -6.74477 1.27701
H -2.31702 3.96220 0.20496
H 0.66352 2.13273 3.40008
H 3.24649 1.91943 -0.68897
H -3.90761 1.01560 -2.48608
H -0.87990 7.94852 0.74358
H 0.92286 -3.26426 -6.75758
H 1.83548 -3.57917 3.55348
H 3.55232 -4.14676 -5.27059
H -0.50648 -1.26676 -6.55627
H 0.46149 -5.74528 -3.40295
H 2.99037 5.30808 0.94514
H 3.61888 0.75004 -1.95446
H 4.13836 -4.61309 0.12215
H 4.72148 -5.36048 -2.07999
H -0.65488 4.21406 -2.31974
H -4.70487 -0.32143 -0.56776
H 6.52868 0.17794 0.96117
H 6.58233 -1.29163 -0.05415
H 2.66251 4.46321 -0.57517
H 1.82425 -8.14140 0.76748
H 2.99114 1.41219 -4.09045
H 5.42518 -0.40345 -4.43198
H -0.96861 2.45360 4.06197
H -0.38283 -4.34181 4.03768
H -1.88754 -2.70061 -0.29008
H 5.06556 -0.41145 -2.70494
H -2.78589 -4.63375 3.42213
```

Summary:
E_HOMO   -4.8 eV
Strongest force on any atom   0.0202 Eh/bohr
LUMO energy   1.59 eV
Net charge   -1
Relative energy (zero: lowest compared OMol25 entry of this formula, charge and spin)   3.488 eV